A | The following is a quantum chemistry calculation of 9 unconnected molecules or ions with the total composition H18O9, from OMol25.

The calculation puts the LUMO energy at -0.44 eV. The structure (SMILES) is O.O.O.O.O.O.O.O.O. For the highest occupied orbital energy, the calculation gives -10.66 eV. The value obtained for the HOMO-LUMO gap is 10.23 eV.

Last columns: bonded neighbours and bond lengths (Å).
Geometry (Å):
1 H 1.63 1.24 -0.26  O19 0.985
2 H 0.93 0.05 0.27  O19 0.905
3 H -0.10 2.20 2.54  O20 0.950
4 H -0.66 2.57 3.88  O20 0.893
5 H -2.01 0.78 0.56  O21 0.911
6 H -1.16 0.54 1.62  O21 0.980
7 H 3.22 -2.85 -0.63  O22 0.975
8 H 3.65 -1.42 -0.41  O22 0.883
9 H -0.97 3.51 0.10  O23 0.937
10 H -0.08 3.59 -1.27  O23 1.029
11 H -1.51 -0.31 -2.31  O24 0.915
12 H -2.01 0.23 -3.73  O24 1.018
13 H 0.84 -1.43 -2.41  O25 0.938
14 H 1.06 -0.09 -2.72  O25 0.902
15 H 1.74 -3.09 1.30  O26 0.931
16 H 1.56 -1.92 0.53  O26 0.995
17 H -2.40 -2.26 0.55  O27 0.939
18 H -1.12 -1.62 0.47  O27 0.975
19 O 1.27 0.84 0.56  H1 0.985, H2 0.905
20 O -0.89 2.31 3.06  H3 0.950, H4 0.893
21 O -1.76 1.25 1.30  H5 0.911, H6 0.980
22 O 3.77 -2.24 -0.10  H7 0.975, H8 0.883
23 O -0.92 3.23 -0.79  H9 0.937, H10 1.029
24 O -1.69 0.45 -2.79  H11 0.915, H12 1.018
25 O 0.36 -0.64 -2.57  H13 0.938, H14 0.902
26 O 1.02 -2.68 0.88  H15 0.931, H16 0.995
27 O -1.50 -2.49 0.70  H17 0.939, H18 0.975


B | The following is a quantum chemistry calculation of 9 unconnected molecules or ions with the total composition H18O9, from OMol25.

The calculation puts the LUMO energy at -0.24 eV. The structure (SMILES) is O.O.O.O.O.O.O.O.O. For the highest occupied orbital energy, the calculation gives -11.32 eV. The value obtained for the HOMO-LUMO gap is 11.08 eV.

Last columns: bonded neighbours and bond lengths (Å).
Geometry (Å):
1 O 1.42 -1.75 -0.43  H2 0.957, H3 0.961
2 H 0.65 -2.21 -0.78  O1 0.957
3 H 1.85 -2.37 0.17  O1 0.961
4 O -3.75 0.20 -0.39  H5 0.970, H6 0.974
5 H -4.10 0.87 0.21  O4 0.970
6 H -4.56 -0.33 -0.30  O4 0.974
7 O 3.60 1.81 1.06  H8 0.963, H9 0.971
8 H 3.38 1.09 0.46  O7 0.963
9 H 2.88 1.53 1.65  O7 0.971
10 O 1.28 0.61 -3.13  H11 0.949, H12 0.959
11 H 0.45 0.96 -2.82  O10 0.949
12 H 1.86 1.26 -2.75  O10 0.959
13 O -2.80 -1.47 2.72  H14 0.963, H15 0.962
14 H -2.00 -1.09 3.11  O13 0.963
15 H -3.14 -0.71 2.23  O13 0.962
16 O -0.64 1.09 0.93  H17 0.966, H18 0.968
17 H -0.37 1.89 1.39  O16 0.966
18 H 0.15 0.88 0.40  O16 0.968
19 O -0.57 -3.41 0.83  H20 0.961, H21 0.958
20 H -1.28 -2.86 1.18  O19 0.961
21 H -0.81 -4.34 0.78  O19 0.958
22 O 4.59 0.22 -1.28  H23 0.958, H24 0.963
23 H 4.37 0.81 -0.56  O22 0.958
24 H 3.98 -0.51 -1.28  O22 0.963
25 O -2.91 2.62 -0.62  H26 0.969, H27 0.969
26 H -2.96 3.43 -0.10  O25 0.969
27 H -2.04 2.33 -0.30  O25 0.969


C | The following is a quantum chemistry calculation of 9 unconnected molecules or ions with the total composition H18O9, from OMol25.

The calculation puts the LUMO energy at -0.61 eV. The structure (SMILES) is O.O.O.O.O.O.O.O.O. For the highest occupied orbital energy, the calculation gives -10.34 eV. The value obtained for the HOMO-LUMO gap is 9.73 eV.

Last columns: bonded neighbours and bond lengths (Å).
Geometry (Å):
1 O 0.02 -0.44 -3.77  H2 0.946, H3 0.996
2 H 0.54 0.01 -3.12  O1 0.946
3 H 0.63 -0.81 -4.45  O1 0.996
4 O 1.94 -0.20 -1.68  H5 0.995, H6 0.978
5 H 1.65 -1.07 -1.31  O4 0.995
6 H 2.65 -0.39 -2.32  O4 0.978
7 O 1.42 -0.47 2.52  H8 0.943, H9 0.935
8 H 1.26 -0.18 1.64  O7 0.943
9 H 0.83 -1.17 2.69  O7 0.935
10 O -2.74 0.50 1.74  H11 0.938, H12 0.948
11 H -2.75 -0.29 1.23  O10 0.938
12 H -1.96 0.51 2.28  O10 0.948
13 O 0.18 0.70 0.18  H14 0.935, H15 0.953
14 H 0.71 0.59 -0.58  O13 0.935
15 H -0.44 -0.01 0.30  O13 0.953
16 O -1.64 3.01 0.65  H17 0.944, H18 0.944
17 H -1.39 3.43 -0.16  O16 0.944
18 H -1.41 2.10 0.50  O16 0.944
19 O -0.49 -2.21 3.11  H20 0.938, H21 0.955
20 H -0.93 -2.01 2.31  O19 0.938
21 H -1.21 -2.48 3.68  O19 0.955
22 O 2.33 2.82 -1.74  H23 0.973, H24 0.930
23 H 2.42 1.92 -1.40  O22 0.973
24 H 3.02 2.88 -2.36  O22 0.930
25 O -1.54 -2.07 0.35  H26 0.981, H27 0.954
26 H -1.36 -3.02 0.21  O25 0.981
27 H -1.73 -1.69 -0.51  O25 0.954


Relative to the most stable structure, the computed energies are A 249.4; B 46.1; C 0.0, all in kJ/mol.


A | The following is a quantum chemistry calculation of 8 unconnected molecules or ions with the total composition H16O8, from OMol25.

The calculation puts the LUMO energy at 0.08 eV. The structure (SMILES) is O.O.O.O.O.O.O.O. For the highest occupied orbital energy, the calculation gives -10.65 eV. The value obtained for the HOMO-LUMO gap is 10.72 eV.

Last columns: bonded neighbours and bond lengths (Å).
Geometry (Å):
1 O 37.35 29.76 23.87  H2 1.054, H3 0.961
2 H 37.29 28.84 23.35  O1 1.054
3 H 37.57 30.33 23.12  O1 0.961
4 O 35.25 29.00 27.93  H5 1.025, H6 0.935
5 H 36.04 28.61 27.41  O4 1.025
6 H 35.20 28.44 28.68  O4 0.935
7 O 38.76 30.29 27.25  H8 0.997, H9 0.955
8 H 38.26 29.44 27.09  O7 0.997
9 H 38.28 31.06 26.97  O7 0.955
10 O 36.81 25.87 24.45  H11 0.960, H12 1.043
11 H 37.72 25.56 24.40  O10 0.960
12 H 36.29 24.98 24.30  O10 1.043
13 O 39.51 25.69 25.17  H14 0.947, H15 0.931
14 H 39.77 26.40 25.74  O13 0.947
15 H 39.79 25.50 24.30  O13 0.931
16 O 40.78 28.09 25.53  H17 0.956, H18 0.956
17 H 40.25 28.86 25.33  O16 0.956
18 H 41.23 28.38 26.32  O16 0.956
19 O 33.81 26.52 26.45  H20 0.853, H21 0.880
20 H 33.93 25.71 26.69  O19 0.853
21 H 34.55 26.98 26.59  O19 0.880
22 O 37.20 28.00 26.18  H23 0.930, H24 0.995
23 H 37.29 27.08 26.06  O22 0.930
24 H 37.29 28.50 25.32  O22 0.995


B | The following is a quantum chemistry calculation of 8 unconnected molecules or ions with the total composition H16O8, from OMol25.

The calculation puts the LUMO energy at 0.15 eV. The structure (SMILES) is O.O.O.O.O.O.O.O. For the highest occupied orbital energy, the calculation gives -10.69 eV. The value obtained for the HOMO-LUMO gap is 10.84 eV.

Last columns: bonded neighbours and bond lengths (Å).
Geometry (Å):
1 O -0.22 0.19 -0.22  H2 0.957, H3 0.957
2 H -0.74 0.13 0.58  O1 0.957
3 H 0.66 0.43 0.08  O1 0.957
4 O 2.52 2.08 -1.67  H5 0.957, H6 0.957
5 H 1.97 2.87 -1.69  O4 0.957
6 H 2.01 1.43 -2.15  O4 0.957
7 O 0.48 -2.19 -2.61  H8 0.957, H9 0.957
8 H -0.04 -1.47 -2.26  O7 0.957
9 H 1.21 -1.76 -3.07  O7 0.957
10 O 1.98 -0.97 2.90  H11 0.957, H12 0.957
11 H 2.06 -0.28 2.25  O10 0.957
12 H 2.73 -0.84 3.49  O10 0.957
13 O -2.36 -0.86 -2.60  H14 0.957, H15 0.957
14 H -2.18 -0.46 -1.75  O13 0.957
15 H -3.15 -1.38 -2.47  O13 0.957
16 O -1.10 0.21 2.48  H17 0.957, H18 0.957
17 H -0.21 0.52 2.67  O16 0.957
18 H -1.67 0.88 2.84  O16 0.957
19 O -3.56 -0.89 0.55  H20 0.957, H21 0.957
20 H -2.88 -1.56 0.44  O19 0.957
21 H -4.29 -1.20 0.02  O19 0.957
22 O 2.14 1.38 0.91  H23 0.957, H24 0.957
23 H 2.49 1.48 0.02  O22 0.957
24 H 2.18 2.26 1.28  O22 0.957


Relative to the most stable structure, the computed energies are A 122.2; B 0.0, all in kJ/mol.


A | The following is a quantum chemistry calculation of 8 unconnected molecules or ions with the total composition H16O8, from OMol25.

The calculation puts the LUMO energy at 0.03 eV. The structure (SMILES) is O.O.O.O.O.O.O.O. For the highest occupied orbital energy, the calculation gives -10.79 eV. The value obtained for the HOMO-LUMO gap is 10.82 eV.

Last columns: bonded neighbours and bond lengths (Å).
Geometry (Å):
1 O -0.18 -2.73 -0.82  H2 0.976, H3 0.952
2 H -0.83 -2.71 -0.09  O1 0.976
3 H -0.04 -1.81 -1.04  O1 0.952
4 O -0.87 2.33 -0.96  H5 0.935, H6 0.971
5 H -1.77 2.15 -1.13  O4 0.935
6 H -0.60 2.27 -1.89  O4 0.971
7 O 0.24 2.05 2.94  H8 0.962, H9 0.921
8 H 0.71 2.27 2.13  O7 0.962
9 H -0.62 2.07 2.60  O7 0.921
10 O 1.92 -2.03 -2.57  H11 0.923, H12 0.992
11 H 1.86 -1.80 -1.68  O10 0.923
12 H 2.72 -2.62 -2.56  O10 0.992
13 O -0.21 -0.67 2.52  H14 0.953, H15 0.939
14 H 0.28 0.08 2.85  O13 0.953
15 H 0.39 -1.37 2.36  O13 0.939
16 O 2.94 0.05 -0.25  H17 0.946, H18 0.949
17 H 1.99 0.05 -0.20  O16 0.946
18 H 3.18 -0.83 0.03  O16 0.949
19 O 0.05 -0.09 -0.14  H20 0.963, H21 0.939
20 H -0.56 0.59 -0.47  O19 0.963
21 H 0.05 -0.10 0.80  O19 0.939
22 O -3.28 1.07 -1.04  H23 0.952, H24 0.944
23 H -3.24 0.29 -0.48  O22 0.952
24 H -4.12 1.47 -0.92  O22 0.944


B | The following is a quantum chemistry calculation of 8 unconnected molecules or ions with the total composition H16O8, from OMol25.

The calculation puts the LUMO energy at -0.14 eV. The structure (SMILES) is O.O.O.O.O.O.O.O. For the highest occupied orbital energy, the calculation gives -9.47 eV. The value obtained for the HOMO-LUMO gap is 9.33 eV.

Last columns: bonded neighbours and bond lengths (Å).
Geometry (Å):
1 H -1.03 -0.52 1.42  O17 0.935
2 H -0.20 -0.24 0.05  O17 1.020
3 H 1.67 -2.98 -1.44  O18 0.961
4 H 2.72 -4.00 -0.65  O18 1.033
5 H -0.27 0.89 -1.49  O19 0.960
6 H -0.15 1.74 -0.22  O19 0.974
7 H -5.85 -0.08 -0.19  O20 0.892
8 H -5.29 0.88 -1.23  O20 1.005
9 H 1.19 3.62 -0.23  O21 0.982
10 H 1.99 3.44 -1.34  O21 0.907
11 H -3.37 -1.75 1.08  O22 0.978
12 H -3.68 -0.28 0.97  O22 0.961
13 H 3.94 -0.35 0.58  O23 0.967
14 H 3.52 0.78 -0.24  O23 0.936
15 H 2.61 0.12 1.80  O24 1.011
16 H 2.26 -1.33 1.85  O24 0.958
17 O -0.90 0.09 0.72  H1 0.935, H2 1.020
18 O 2.12 -3.83 -1.48  H3 0.961, H4 1.033
19 O -0.79 1.31 -0.81  H5 0.960, H6 0.974
20 O -5.13 0.04 -0.71  H7 0.892, H8 1.005
21 O 2.04 3.94 -0.58  H9 0.982, H10 0.907
22 O -3.12 -0.95 0.57  H11 0.978, H12 0.961
23 O 3.90 -0.07 -0.34  H13 0.967, H14 0.936
24 O 1.82 -0.49 1.92  H15 1.011, H16 0.958


C | The following is a quantum chemistry calculation of 8 unconnected molecules or ions with the total composition H16O8, from OMol25.

The calculation puts the LUMO energy at 0.01 eV. The structure (SMILES) is O.O.O.O.O.O.O.O. For the highest occupied orbital energy, the calculation gives -11.32 eV. The value obtained for the HOMO-LUMO gap is 11.33 eV.

Last columns: bonded neighbours and bond lengths (Å).
Geometry (Å):
1 H -1.12 -1.88 -0.09  O17 1.028
2 H -2.29 -1.08 0.60  O17 0.971
3 H 1.48 -1.68 -0.49  O18 1.023
4 H 0.80 -2.02 -1.86  O18 1.008
5 H -0.14 -0.92 1.60  O19 0.944
6 H 0.07 -0.09 2.96  O19 1.043
7 H 2.00 -0.75 1.24  O20 0.953
8 H 2.59 0.08 0.03  O20 1.036
9 H -0.07 -0.56 -1.60  O21 0.971
10 H -0.61 0.78 -2.11  O21 1.031
11 H -0.08 1.21 1.04  O22 0.943
12 H -0.89 1.71 0.10  O22 0.988
13 H -2.13 0.39 -0.36  O23 0.957
14 H -3.52 0.60 -0.78  O23 0.979
15 H 1.35 2.03 -0.16  O24 0.976
16 H 2.40 2.60 -1.09  O24 0.987
17 O -1.56 -1.68 0.82  H1 1.028, H2 0.971
18 O 0.72 -2.24 -0.88  H3 1.023, H4 1.008
19 O 0.40 -0.24 1.98  H5 0.944, H6 1.043
20 O 2.62 -0.83 0.52  H7 0.953, H8 1.036
21 O -0.89 -0.03 -1.54  H9 0.971, H10 1.031
22 O -0.30 2.10 0.79  H11 0.943, H12 0.988
23 O -2.95 0.75 0.00  H13 0.957, H14 0.979
24 O 2.10 1.74 -0.71  H15 0.976, H16 0.987


D | The following is a quantum chemistry calculation of 8 unconnected molecules or ions with the total composition H16O8, from OMol25.

The calculation puts the LUMO energy at -0.06 eV. The structure (SMILES) is O.O.O.O.O.O.O.O. For the highest occupied orbital energy, the calculation gives -10.46 eV. The value obtained for the HOMO-LUMO gap is 10.40 eV.

Last columns: bonded neighbours and bond lengths (Å).
Geometry (Å):
1 O 2.56 1.29 -0.29  H2 0.957, H3 0.957
2 H 2.48 2.00 0.34  O1 0.957
3 H 1.81 0.72 -0.12  O1 0.957
4 O -2.35 -1.70 2.35  H5 0.957, H6 0.957
5 H -1.84 -1.01 2.78  O4 0.957
6 H -1.78 -2.02 1.65  O4 0.957
7 O -1.62 2.57 -1.98  H8 0.957, H9 0.957
8 H -1.64 2.86 -2.89  O7 0.957
9 H -0.79 2.09 -1.91  O7 0.957
10 O 2.01 -2.63 -0.38  H11 0.957, H12 0.957
11 H 1.54 -1.89 0.00  O10 0.957
12 H 2.60 -2.92 0.32  O10 0.957
13 O -2.00 -1.29 -1.00  H14 0.957, H15 0.957
14 H -1.30 -1.92 -0.86  O13 0.957
15 H -2.80 -1.74 -0.74  O13 0.957
16 O 0.88 1.69 -2.37  H17 0.957, H18 0.957
17 H 1.01 0.83 -2.77  O16 0.957
18 H 1.73 1.90 -1.98  O16 0.957
19 O -0.27 0.45 2.89  H20 0.957, H21 0.957
20 H -0.83 0.48 3.67  O19 0.957
21 H 0.52 0.92 3.14  O19 0.957
22 O 0.41 -0.21 0.04  H23 0.957, H24 0.957
23 H -0.16 -0.25 0.81  O22 0.957
24 H -0.18 -0.22 -0.70  O22 0.957


Relative to the most stable structure, the computed energies are A 33.4; B 400.9; C 0.0; D 9.9, all in kJ/mol.